Below is a cluster of 10 separate species, C7H34NO9 in total, with properties calculated with wB97M-V/def2-TZVPD.

Values from the calculation:
energy relative to the best compared isomer or geometry (same formula, charge and spin)	86.2	kcal per mole
Kohn-Sham gap	9.169	eV

```
! RIJCOSX wB97M-V def2-TZVPD def2/J DEFGRID3
* xyz 1 1
C -1.45 -1.09 -0.38
C -0.16 -1.48 0.25
C 1.08 -0.62 -0.03
C 2.28 -0.61 2.07
C 2.16 -1.13 0.86
C 2.91 -2.33 0.44
C 3.26 -1.24 3.16
N -1.31 -1.13 -1.90
H -2.23 -1.83 -0.20
H -1.80 -0.15 0.00
H 0.26 -2.49 -0.16
H -0.10 -1.59 1.38
H 0.77 0.45 0.16
H 1.32 -0.61 -1.08
H 1.79 0.26 2.43
H 2.65 -2.48 -0.63
H 2.71 -3.40 0.81
H 4.07 -2.17 0.56
H 3.91 -0.47 3.52
H 2.47 -1.56 3.85
H 3.82 -2.15 2.68
H -2.23 -0.83 -2.29
H -0.88 -2.05 -2.34
H -0.73 -0.33 -2.28
H 1.45 3.47 1.56
H 0.27 2.93 2.21
O 0.59 3.75 1.80
H -3.20 1.21 1.74
H -2.87 2.50 1.03
O -2.98 1.56 0.91
H -1.73 4.70 0.55
H -0.86 3.54 0.30
O -1.74 3.77 0.32
H 0.11 0.98 -3.79
H 1.40 0.69 -3.14
O 0.63 0.18 -3.36
H -5.04 0.99 -1.56
H -3.63 1.33 -0.95
O -4.07 1.00 -1.77
H -3.32 1.45 3.96
H -3.13 0.08 3.56
O -3.56 0.82 3.22
H 4.00 1.86 -1.96
H 3.60 1.39 -0.48
O 3.28 1.35 -1.41
H -0.15 -5.09 -1.58
H 1.18 -4.53 -2.00
O 0.24 -4.34 -1.81
H -1.04 2.32 -2.79
H -2.44 1.66 -2.79
O -1.55 1.43 -2.63
*
```

=====

Below is a structure of composition C7H3AsF6FeNO5, with properties calculated with wB97M-V/def2-TZVPD.

Values from the calculation:
⟨S²⟩	6.11
Kohn-Sham gap (spin up / spin down)	7.035 / 7.641	eV

```
! RIJCOSX wB97M-V def2-TZVPD def2/J DEFGRID3
* xyz 1 5
Fe 0.02 -0.99 0.99
O 0.09 4.21 -1.80
C 0.01 3.08 -1.13
C -1.21 2.47 -0.79
C -1.16 1.29 -0.11
N 0.02 0.74 0.21
C 1.19 1.32 -0.06
C 1.24 2.50 -0.73
C 2.30 0.51 0.54
O 3.46 0.76 0.53
O 1.77 -0.60 1.14
C -2.28 0.44 0.44
O -3.43 0.69 0.38
O -1.75 -0.66 1.05
H -0.77 4.56 -2.05
H -2.17 2.90 -1.03
H 2.18 2.98 -0.95
F 0.14 -2.25 -0.47
As 0.07 -3.97 0.42
F 0.00 -2.59 1.91
F 1.73 -3.72 0.59
F -0.01 -5.20 1.54
F 0.13 -4.78 -1.03
F -1.59 -3.67 0.41
*
```

=====

Below is the ion C7H3FO5 with charge -2, with properties calculated with wB97M-V/def2-TZVPD.

Values from the calculation:
SMILES	O=C([O-])C(F)(C(=O)[O-])c1ccco1
energy relative to the best compared isomer or geometry (same formula, charge and spin)	0.0	kcal per mole
Kohn-Sham gap	6.039	eV

```
! RIJCOSX wB97M-V def2-TZVPD def2/J DEFGRID3
* xyz -2 1
O 2.31 2.04 -0.33
C 1.72 1.29 0.43
O 1.35 1.44 1.57
C 1.21 -0.12 -0.37
F 1.79 -0.07 -1.63
C 1.81 -1.37 0.50
O 2.94 -1.76 0.29
O 0.93 -1.84 1.26
C -0.26 -0.07 -0.44
C -1.09 -0.17 0.64
C -2.37 0.03 0.20
C -2.32 0.24 -1.15
O -0.98 0.18 -1.54
H -0.77 -0.42 1.61
H -3.31 0.07 0.80
H -2.97 0.54 -1.84
*
```

=====

Below is a structure of composition C7H3FeNO5, with properties calculated with wB97M-V/def2-TZVPD.

Values from the calculation:
⟨S²⟩	0.80
energy relative to the best compared isomer or geometry (same formula, charge and spin)	0.0	kcal per mole
Kohn-Sham gap (spin up / spin down)	7.212 / 6.813	eV

```
! RIJCOSX wB97M-V def2-TZVPD def2/J DEFGRID3
* xyz -1 2
Fe 0.00 0.70 -2.21
O 3.44 -0.05 -0.51
C 2.31 0.15 -0.87
O 1.88 0.36 -2.07
C 1.17 0.09 0.15
C 1.21 -0.51 1.40
C 0.00 -0.76 2.04
C -1.21 -0.50 1.40
C -1.16 0.09 0.15
N 0.00 0.47 -0.37
C -2.30 0.16 -0.87
O -3.44 -0.04 -0.50
O -1.88 0.36 -2.07
H 2.16 -0.81 1.82
H 0.00 -1.24 3.01
H -2.16 -0.80 1.81
O 0.00 2.35 -2.32
*
```

=====

For reference, max |F| by record: 6.0; 0.7; 4.5; 2.9 eV/Å.